DFT (ωB97M-V/def2-TZVPD) results for 9 unconnected molecules or ions with the total composition C6H28F6N5O10S2 at a distorted geometry.

Structure (XYZ):
```
57
Properties=species:S:1:pos:R:3:forces:R:3:mulliken_charge:R:1
N -3.023691 0.487671 0.375675 -1.5 1.1 1.2 -0.008
H -2.505131 1.274791 0.012855 0.1 0.5 -0.5 0.515
H -2.817541 -0.379559 -0.099225 1.0 -2.5 -1.7 -0.121
H -4.027181 0.563801 0.290215 -0.2 0.5 -0.1 0.454
H -2.789371 0.402051 1.354375 0.3 -0.1 0.7 0.356
N 0.110459 -0.264089 -0.076785 0.6 -0.4 0.0 1.778
H 0.402279 -0.864289 0.681305 0.0 0.2 0.7 -0.032
H -0.166901 0.685931 0.124745 -0.4 0.2 0.5 -0.148
H -0.580391 -0.785869 -0.596965 -1.2 -0.4 -0.9 -0.201
H 0.931529 -0.225549 -0.663695 1.0 0.2 -0.8 -0.108
N -0.907511 -3.601409 0.581045 0.0 -0.8 -0.1 -0.153
H -0.905481 -4.605289 0.692025 0.1 -0.1 0.0 0.403
H -0.082981 -3.261459 0.107035 1.0 -0.1 -0.6 0.299
H -0.910491 -3.115559 1.466505 -0.2 0.2 0.9 0.397
H -1.693291 -3.274309 0.037315 -1.2 0.9 -0.9 0.287
N 2.620459 1.409511 1.605235 0.8 -0.4 1.0 -0.034
H 2.865849 0.940261 0.745175 0.1 -1.0 -1.8 0.079
H 1.953589 2.120561 1.341085 -0.2 1.1 -0.2 0.432
H 3.487099 1.735711 2.008505 -0.1 0.3 0.3 0.427
H 2.112819 0.789021 2.219565 -0.2 -0.7 0.6 0.373
N 1.533749 1.306681 -3.181315 0.8 0.0 -1.2 -0.033
H 2.021399 1.294381 -4.065705 0.1 0.4 -0.1 0.428
H 1.260059 2.208731 -2.818695 -0.1 0.7 -0.3 0.474
H 2.121999 0.903311 -2.466215 1.0 -0.9 1.3 0.079
H 0.720609 0.714431 -3.271505 -1.7 -1.5 0.0 0.171
C -0.770141 -0.712589 5.201585 0.7 -0.8 -3.1 0.416
F -2.023971 -1.146049 5.416225 0.9 0.9 0.7 -0.176
F -0.449251 0.494161 5.632995 -1.1 -0.1 0.4 -0.173
F 0.123559 -1.559269 5.704705 -0.5 -0.1 0.1 -0.194
S -0.581261 -0.688209 3.225405 0.1 0.8 -1.2 1.364
O -1.516621 0.336631 2.719385 0.9 -0.6 1.3 -0.813
O 0.834149 -0.398809 2.958065 -0.4 0.5 0.8 -0.895
O -0.891351 -1.990919 2.650365 -0.5 -0.1 1.4 -0.943
C -0.917641 4.940201 -0.246725 -2.0 -2.3 0.5 0.400
F -0.190001 5.946451 -0.464135 2.2 1.9 -0.3 -0.173
F -1.306741 4.948351 1.061735 0.0 -0.1 -1.2 -0.217
F -2.002551 5.086781 -1.068935 0.7 -0.9 1.0 -0.216
S -0.052081 3.230711 -0.558125 -0.1 -1.6 0.3 1.432
O -1.166921 2.253341 -0.440225 1.3 1.7 -0.1 -0.948
O 0.522129 3.284111 -1.892085 -0.8 1.3 0.9 -0.891
O 0.987459 2.981641 0.471065 -1.9 1.5 -1.1 -0.919
O -0.374311 -0.718219 -3.119265 -1.4 0.1 0.6 -0.824
C -1.827401 -0.762519 -3.203635 2.8 0.0 0.9 -0.519
C -2.566981 -1.783039 -2.322825 0.2 -1.1 1.0 -0.630
O -2.444951 -1.768169 -0.888675 0.6 0.8 -0.7 -0.982
H -2.039361 -1.021289 -4.241045 -0.7 0.2 -0.2 0.410
H -2.179471 0.221751 -2.894875 -0.5 0.4 -0.3 0.112
H -2.308941 -2.788579 -2.655095 0.5 -0.3 -0.2 0.355
H -3.612151 -1.733849 -2.628295 -0.5 0.4 0.0 0.385
O 1.499879 -2.612089 -0.242505 1.4 1.0 -0.1 -0.678
C 2.836419 -2.256429 -0.164045 -1.0 -0.1 0.5 -0.671
C 3.397979 -1.044559 -1.045445 -0.5 1.5 -1.6 -0.581
O 2.845749 0.287451 -1.016185 0.2 -2.4 1.3 -1.090
H 3.467529 -3.140249 -0.257135 0.3 0.0 -0.8 0.515
H 3.122069 -1.904099 0.827095 -0.6 0.4 0.8 0.231
H 3.383809 -1.397259 -2.076715 -0.5 -0.3 -0.3 0.403
H 4.469429 -1.044829 -0.845215 0.2 0.1 0.7 0.395
```
Positions in Å, forces in eV/Å.

Results
* Kohn-Sham gap (spin up / spin down): 7.8 / 3.7 eV
* spin multiplicity: 2
* E_HOMO (spin up / spin down): -7.46 / -6.16 eV
* <S²>: 0.7615

***

DFT (ωB97M-V/def2-TZVPD) results for C20H20N2O4 in the gas phase at a distorted geometry.

Structure (XYZ):
```
46
Properties=species:S:1:pos:R:3:forces:R:3:mulliken_charge:R:1
O 0.063052 1.564435 -0.729709 -0.9 -0.6 -0.4 -0.652
C -0.765908 0.688117 -0.457209 2.7 0.1 0.6 0.348
C -1.861144 1.084082 0.482268 -3.3 2.2 1.4 -0.428
C -1.572496 1.074380 2.074643 6.8 -5.0 -4.3 -1.165
N 0.031947 1.431565 2.100746 -8.1 4.8 0.5 -0.004
C 1.055075 0.695429 2.222216 1.8 -5.3 -3.7 0.112
O 0.952668 -0.554178 2.046454 1.3 1.7 1.4 -0.705
C 2.281931 1.592598 2.020353 -6.2 -2.8 1.1 0.438
C 3.547577 1.473097 1.944887 6.6 -10.2 1.1 0.284
C 4.429662 2.401991 2.027504 -4.6 7.6 0.3 -0.892
C 3.841362 3.832780 2.191039 7.4 -2.1 -0.3 -0.297
C 2.532333 4.052082 2.281090 1.9 -6.0 -1.0 -1.483
C 1.852186 2.783240 2.145543 -5.4 10.8 -0.3 0.874
C 0.219810 2.951051 2.106134 11.1 -11.9 -1.1 0.522
O -0.562893 3.572547 2.546081 -7.9 8.2 3.0 -0.369
N -0.522474 -0.630919 -0.885349 -5.3 5.7 6.1 0.938
C 0.546083 -0.802021 -1.579527 6.2 -1.9 -9.3 -0.783
C 1.958908 -0.811002 -1.031110 0.5 0.8 -0.6 -1.118
O 3.078100 -1.429614 -1.714926 -0.7 3.9 -5.2 -0.597
C -1.291005 -1.656658 -0.293765 -2.4 0.9 1.3 -0.936
C -2.276359 -2.109406 -1.383864 6.0 -10.4 10.2 0.751
C -2.329674 -3.603243 -1.271055 -4.5 5.6 -4.2 -1.010
C -3.169463 -4.201747 -2.103377 -1.8 -1.2 -6.6 -0.597
C -3.746012 -3.325104 -3.330841 -1.1 -0.8 2.9 -0.514
C -3.552963 -1.950893 -3.249015 -2.5 -4.3 -2.8 -0.848
C -2.841442 -1.465384 -2.246130 -0.5 7.8 -3.4 0.666
H -1.935083 2.278902 0.324385 -0.4 -2.9 -0.3 0.384
H -2.868699 0.492340 0.269134 1.9 1.6 0.4 0.292
H -2.075493 1.625188 2.743468 -1.9 2.5 1.7 0.556
H -1.484533 0.027009 2.424064 -0.5 0.5 -0.1 0.361
H 4.056596 0.257460 2.158742 -1.7 3.5 -1.2 0.100
H 5.369951 2.168809 2.081737 5.3 -0.6 0.2 0.613
H 4.800282 4.529226 2.250471 -2.8 -0.6 0.0 0.217
H 2.232217 4.990958 2.321546 -2.4 3.8 0.4 0.627
H 0.632606 -0.066227 -2.562832 -0.7 -1.4 2.2 0.375
H 0.397902 -1.815679 -2.098369 0.6 1.0 0.5 0.209
H 2.276111 -0.009207 -0.423339 0.2 1.7 -0.1 0.527
H 2.032021 -1.542751 -0.415258 -1.2 -4.4 5.5 0.538
H 3.127283 -0.811425 -2.574585 0.6 -2.3 2.4 0.345
H -1.831047 -1.385646 0.744611 0.9 0.2 -2.6 0.225
H -0.660932 -2.374241 0.182456 0.6 -1.2 -0.7 0.292
H -1.781142 -4.181863 -0.749701 4.0 -3.3 4.4 0.549
H -3.184010 -5.359168 -2.371298 -0.1 2.5 1.2 0.247
H -4.579198 -3.709266 -4.019415 1.8 0.2 0.9 0.290
H -3.974516 -1.312591 -3.965142 -0.5 0.7 -1.0 0.444
H -2.449179 -0.459052 -2.233753 -0.8 0.9 -0.5 0.276
```
Positions in Å, forces in eV/Å.

Results
* structure (SMILES): O=C(CCN1C(=O)c2ccccc2C1=O)N(CCO)Cc1ccccc1
* Kohn-Sham gap: 8.7 eV
* E_HOMO: -8.91 eV

***

DFT (ωB97M-V/def2-TZVPD) results for 2 unconnected molecules or ions with the total composition C5H13S2 at a distorted geometry.

Structure (XYZ):
```
20
Properties=species:S:1:pos:R:3:forces:R:3:mulliken_charge:R:1
C 0.208397 -0.657296 2.320621 0.3 1.2 0.2 -0.579
S 1.853904 -1.140006 2.866219 0.5 -0.1 -0.1 -0.178
C 2.586827 -1.409150 1.225000 -0.2 0.5 -0.3 -0.479
H -0.227090 -1.499563 1.825643 -0.6 -0.5 -0.3 0.240
H 0.273282 0.213778 1.601125 -0.1 -0.9 0.7 -0.035
H -0.339317 -0.381616 3.233262 0.0 -0.2 -0.3 0.324
H 3.665192 -1.240628 1.228309 -0.1 0.1 0.2 0.285
H 2.410865 -2.410814 0.843462 -0.2 -0.2 0.1 0.226
H 2.117864 -0.655808 0.552650 0.4 -0.4 0.2 -0.081
C -2.286723 0.880175 -0.800365 -0.3 0.9 -0.4 -1.018
C -1.311881 1.144599 -1.980029 0.0 -0.1 0.3 -0.368
C 0.034504 0.466780 -1.783735 0.8 0.6 0.8 -0.642
S 0.925538 1.227288 -0.356881 0.2 0.4 -0.6 -0.654
H -2.428511 -0.182613 -0.601254 0.1 -0.1 -0.1 0.280
H -3.274036 1.306043 -1.059387 0.2 -0.2 0.1 0.327
H -1.972456 1.363753 0.142604 0.2 -0.2 -0.6 0.264
H -1.717656 0.743862 -2.923151 -0.4 0.2 0.1 0.300
H -1.130962 2.246115 -2.105505 -0.2 -0.9 0.1 0.199
H 0.643818 0.585284 -2.691420 -0.2 -0.1 0.1 0.303
H -0.031564 -0.600176 -1.537174 -0.4 0.0 -0.4 0.288
```
Positions in Å, forces in eV/Å.

Results
* Kohn-Sham gap: 6.0 eV
* total charge: -1
* E_HOMO: -2.58 eV